#i
# C6H13N3

C6H13N3 in the gas phase (ωB97M-V/def2-TZVPD, OMol25).

Output
- HOMO-LUMO gap: 9.24 eV
- SMILES: CCN1CCN=C(C)N1

Geometry as ORCA input:
```
! RIJCOSX wB97M-V def2-TZVPD def2/J DEFGRID3
* xyz 0 1
C 2.98025 -0.35451 -0.08544
C 1.55325 -0.80483 -0.26604
C 0.44453 1.44427 0.00868
C -0.98281 1.84005 0.12563
C -1.74674 -0.23092 0.00017
C -2.80745 -1.30616 -0.12505
H 3.65189 -0.84877 -0.81074
H 3.09880 0.72380 -0.17950
H 3.37930 -0.70568 0.90001
H 1.12348 -0.63822 -1.34174
H 1.51092 -1.86205 -0.01927
H 1.08513 2.11715 0.52906
H 0.76508 1.50960 -1.06498
H -1.07160 2.71418 -0.50329
H -1.10101 2.00770 1.20462
H -2.47902 -2.21440 -0.57359
H -3.69111 -0.87447 -0.66105
H -3.15176 -1.60682 0.85389
H -0.66441 -1.27859 1.21416
N 0.69207 0.03996 0.57625
N -2.00423 0.97287 -0.27957
N -0.58455 -0.64417 0.49780
*
```

#ii
# C6H13N3

A molecular structure, C6H13N3 (ωB97M-V/def2-TZVPD, OMol25).

Output
- HOMO-LUMO gap: 9.44 eV

Geometry as ORCA input:
```
! RIJCOSX wB97M-V def2-TZVPD def2/J DEFGRID3
* xyz 0 1
C 1.40664 1.25814 0.50260
C 0.15366 0.65311 -0.31308
C -1.19571 1.25852 0.09554
C -1.03786 -1.01167 1.16250
C 0.18188 -0.73558 -0.00881
C 0.09731 -0.92104 -1.59476
H 1.60205 2.33952 0.25119
H 2.36949 0.73563 -0.00868
H 1.47459 1.21588 1.65895
H -1.27321 2.14242 0.70146
H -1.98322 0.85327 -0.74736
H -1.37604 0.49634 2.20024
H -0.49804 -1.21766 2.37757
H -1.85425 -2.07840 0.89245
H 1.65678 -0.87191 1.23352
H 1.60011 -2.25667 0.19551
H 0.81804 -1.60848 -2.20773
H -0.90552 -1.01475 -1.82779
H -0.17054 1.00970 -2.33988
N -1.82897 0.28376 1.17056
N 1.46851 -1.24404 0.42143
N 0.48964 0.56688 -1.79818
*
```

#iii
# C6H13N3

C6H13N3 in the gas phase (ωB97M-V/def2-TZVPD, OMol25).

Output
- HOMO-LUMO gap: 9.09 eV
- SMILES: C=NC[C@](C)(N)C(=C)N

Geometry as ORCA input:
```
! RIJCOSX wB97M-V def2-TZVPD def2/J DEFGRID3
* xyz 0 1
C -0.29599 -0.17891 0.20114
C 1.16976 -0.11330 -0.23120
C -0.67959 1.02738 1.05558
C -1.14641 -0.15047 -1.12849
N -0.59768 -1.39862 0.91847
N -2.45131 -0.53456 -0.87221
C 2.87728 0.42394 1.33748
C -0.77250 0.33131 -2.31240
N 2.01270 -0.39898 0.96677
H -0.23958 -2.20529 0.41560
H -0.15880 -1.38402 1.83248
H -2.54215 -1.15871 -0.08298
H -2.99297 -0.81183 -1.67618
H 1.42588 0.86505 -0.65839
H 1.39025 -0.92557 -0.92848
H -0.54193 1.94605 0.49170
H -0.04880 1.06297 1.94254
H -1.72423 0.94733 1.34291
H 3.08744 1.37446 0.82631
H 3.48297 0.19658 2.20696
H -1.46171 0.36343 -3.14054
H 0.20737 0.72176 -2.50708
*
```

#iv
# C6H13N3

2 unconnected molecules or ions with the total composition C6H13N3 (ωB97M-V/def2-TZVPD, OMol25).

Output
- HOMO-LUMO gap: 9.01 eV
- SMILES: C=C(C)/N=C(\C)N.C=N

Geometry as ORCA input:
```
! RIJCOSX wB97M-V def2-TZVPD def2/J DEFGRID3
* xyz 0 1
C 0.19389 -0.19095 1.14183
C -0.00194 -1.60206 0.64449
C 2.35805 -0.13820 -1.01845
N 0.62670 0.79780 0.47254
C 1.17690 0.77314 -0.79245
N -0.08216 -0.00424 2.46487
C -2.77287 -0.01607 -0.38099
C 0.75368 1.61315 -1.73616
N -2.36994 0.54447 0.66040
H -2.01729 1.49227 0.53588
H -0.08358 0.96005 2.76017
H -0.81419 -0.56881 2.86277
H -0.85209 -2.06326 1.13966
H 0.88766 -2.19022 0.86350
H -0.16923 -1.60276 -0.42931
H 3.02514 0.28624 -1.76720
H 2.02669 -1.11505 -1.37258
H 2.90842 -0.27873 -0.08846
H -2.78554 0.41436 -1.38688
H -3.14828 -1.02989 -0.29834
H -0.08632 2.26426 -1.57560
H 1.22630 1.65453 -2.69970
*
```

Of them, the most stable is #iii and the least stable is #ii.

#i
# C6H13N3

C6H13N3 in the gas phase (ωB97M-V/def2-TZVPD, OMol25).

Output
- HOMO-LUMO gap: 9.31 eV
- SMILES: C[C@H](N)N[C@]1(C)C=C1N

Geometry as ORCA input:
```
! RIJCOSX wB97M-V def2-TZVPD def2/J DEFGRID3
* xyz 0 1
C 1.56991 -0.56496 -0.27766
C 1.60957 -0.31951 1.22819
C -1.62508 -1.20786 0.75850
C -1.16038 1.08409 -0.41805
C -0.97532 -0.39039 -0.35042
N -0.89007 2.26248 0.20211
N 1.94323 0.60753 -1.03853
C -1.84233 0.39727 -1.29836
N 0.26072 -0.95743 -0.88625
H 2.26730 -1.37188 -0.53793
H -0.03520 2.30477 0.73818
H -1.08507 3.09845 -0.32848
H 1.46882 0.26987 -1.96846
H 1.40121 1.41461 -0.74732
H 0.17222 -1.96721 -0.92376
H -2.58764 0.34965 -2.05479
H 2.58421 0.09098 1.48205
H 0.84713 0.39318 1.53687
H 1.45987 -1.25114 1.77177
H -2.51868 -0.70337 1.11896
H -0.95823 -1.34548 1.60844
H -1.90617 -2.19364 0.38494
*
```

#ii
# C6H13N3

2 unconnected molecules or ions with the total composition C6H13N3 (ωB97M-V/def2-TZVPD, OMol25).

Output
- HOMO-LUMO gap: 9.10 eV
- SMILES: C=CN(C)C.C=NN=C

Geometry as ORCA input:
```
! RIJCOSX wB97M-V def2-TZVPD def2/J DEFGRID3
* xyz 0 1
C -0.71148 -0.88959 -2.09659
C -1.47676 -0.77652 0.18698
N -0.35826 -0.65462 -0.73212
C 0.88553 -1.20853 -0.25262
C 1.74387 -1.91159 -0.96536
H 1.02268 -0.98042 0.79216
H -0.80736 -2.00516 -2.31237
H 0.10093 -0.57726 -2.74755
H -1.62668 -0.35782 -2.35169
H -1.89230 -1.79581 0.20971
H -2.27215 -0.08743 -0.11471
H -1.15404 -0.51565 1.19328
H 1.49116 -2.17118 -2.01521
H 2.69901 -2.22231 -0.58312
C 1.30563 1.34944 2.58563
C -0.66603 2.68677 0.31993
N 0.14002 1.53927 2.13870
N -0.33301 2.57128 1.53219
H 2.14852 1.99748 2.35241
H -1.23052 3.56323 0.04350
H 1.45594 0.51589 3.25302
H -0.46470 1.93055 -0.43619
*
```

Of them, the most stable is #i and the least stable is #ii.

#i
# C2H10NO

2 unconnected molecules or ions with the total composition C2H10NO (ωB97M-V/def2-TZVPD, OMol25).

Output
- HOMO-LUMO gap: 9.68 eV

Geometry as ORCA input:
```
! RIJCOSX wB97M-V def2-TZVPD def2/J DEFGRID3
* xyz 1 1
C -0.42048 -0.49162 1.46883
N 0.60165 -1.58318 1.41812
H 1.23200 -1.36028 0.64040
H 1.14201 -1.59202 2.28138
H 0.17953 -2.49046 1.21871
H -1.25865 -0.65170 2.13240
H -0.80251 -0.33210 0.46947
H 0.05394 0.39864 1.88803
C -0.45863 1.31197 -1.78084
O 0.94449 1.51748 -1.83257
H 1.28217 1.47144 -2.73047
H -0.81081 1.83872 -0.88616
H -1.02951 1.72056 -2.60155
H -0.65519 0.24253 -1.68574
*
```

#ii
# C2H10NO

A molecular structure, C2H10NO (ωB97M-V/def2-TZVPD, OMol25).

Output
- HOMO-LUMO gap: 12.78 eV

Geometry as ORCA input:
```
! RIJCOSX wB97M-V def2-TZVPD def2/J DEFGRID3
* xyz 1 1
N 0.05892 2.74995 0.01336
H -0.48983 3.19504 -0.71551
H 1.03286 2.73450 -0.37242
H -0.05705 1.27937 0.12873
H 0.09531 3.25062 0.89517
C 0.43059 -1.23233 -0.39293
O 0.08570 0.05492 0.32832
C -0.61404 -2.19418 -0.07559
H 1.29891 -1.63244 0.06799
H 0.58001 -0.75282 -1.32683
H 0.15457 -0.10284 1.30259
H -0.64323 -2.37585 1.05032
H -0.50152 -3.01794 -0.62533
H -1.46736 -1.70753 -0.31362
*
```

Of them, the most stable is #i and the least stable is #ii.

#i
# C2H10NO

2 unconnected molecules or ions with the total composition C2H10NO (ωB97M-V/def2-TZVPD, OMol25).

Output
- HOMO-LUMO gap: 12.91 eV

Geometry as ORCA input:
```
! RIJCOSX wB97M-V def2-TZVPD def2/J DEFGRID3
* xyz 1 1
O -0.13168 -1.33757 1.84892
H 0.01109 -1.38218 2.76074
H -0.20384 -0.02742 1.04896
H -0.26474 -2.21242 1.47356
C 1.01994 0.48376 -1.59013
C -0.40123 0.33612 -1.05657
N -0.44886 0.77392 0.37712
H 1.37923 1.22781 -2.35698
H 1.22632 -0.42513 -2.15103
H 1.59929 0.42254 -0.64697
H -0.59221 -0.76571 -1.17359
H -1.21829 0.80882 -1.67104
H -1.40311 1.01874 0.63159
H -0.05052 1.69881 0.53376
*
```

#ii
# C2H10NO

2 unconnected molecules or ions with the total composition C2H10NO (ωB97M-V/def2-TZVPD, OMol25).

Output
- HOMO-LUMO gap: 10.84 eV

Geometry as ORCA input:
```
! RIJCOSX wB97M-V def2-TZVPD def2/J DEFGRID3
* xyz 1 1
N -1.35300 -1.38313 1.22818
H -1.08002 -2.36516 1.34552
H -0.56269 -0.85822 0.81252
H -1.60074 -0.93895 2.11451
H -1.96404 -1.42654 0.40424
C 0.42819 0.94529 -0.88819
O 0.08334 -0.43398 -1.04442
C 1.12558 1.22348 0.43758
H -0.36900 1.67236 -1.05152
H 1.22880 1.20294 -1.59108
H 0.07654 -0.56500 -1.99437
H 0.47305 1.64871 1.21222
H 1.87150 2.02276 0.37183
H 1.73103 0.35975 0.71612
*
```

#iii
# C2H10NO

2 unconnected molecules or ions with the total composition C2H10NO (ωB97M-V/def2-TZVPD, OMol25).

Output
- HOMO-LUMO gap: 12.01 eV

Geometry as ORCA input:
```
! RIJCOSX wB97M-V def2-TZVPD def2/J DEFGRID3
* xyz 1 1
O -0.18114 -2.49236 0.30208
H -0.49025 -3.12756 0.96021
H 1.14645 0.13372 -0.06174
H -0.88286 -2.35460 -0.34650
C 0.21838 1.38738 -1.34191
N 0.57935 0.97237 0.06559
C -0.52684 0.49276 0.95651
H -0.17828 0.62639 -2.00447
H -0.25709 2.36003 -1.31153
H 1.22847 1.51047 -1.75204
H 1.21724 1.61078 0.52130
H -0.91041 1.31571 1.56130
H -0.07657 -0.08066 1.77485
H -1.13033 -0.16096 0.34894
*
```

#iv
# C2H10NO

2 unconnected molecules or ions with the total composition C2H10NO (ωB97M-V/def2-TZVPD, OMol25).

Output
- HOMO-LUMO gap: 12.98 eV

Geometry as ORCA input:
```
! RIJCOSX wB97M-V def2-TZVPD def2/J DEFGRID3
* xyz 1 1
O -1.81443 2.19160 0.12918
H -2.73918 2.42473 0.30990
H 0.56306 0.41340 1.43921
H -1.72419 2.34858 -0.80849
C 1.46806 -0.86203 -0.83862
C 0.32966 -1.15105 0.13522
N -0.16013 0.07125 0.80550
H 2.14470 -1.70501 -0.93660
H 1.08642 -0.68327 -1.84110
H 2.07075 -0.02003 -0.49579
H -0.51055 -1.71524 -0.27504
H 0.68442 -1.96397 0.78466
H -0.45723 0.84678 0.19754
H -0.94134 -0.19574 1.39442
*
```

Of them, the most stable is #iv and the least stable is #iii.